No. 1
C4H10O2 | wB97M-V/def2-TZVPD

Cartesian coordinates (Å):
C -0.42 -0.36 0.13
C -0.92 0.61 1.15
C -0.30 1.97 0.93
C -0.48 0.25 2.62
O 0.64 -0.14 2.96
H -0.41 0.11 -0.97
H -1.09 -1.21 0.09
H 0.48 -0.92 0.37
H -1.95 0.63 1.12
H -0.40 2.16 -0.10
H 0.90 1.92 1.07
H -0.57 2.87 1.47
H -1.29 0.44 3.31
O 1.84 -2.45 -4.53
H 1.91 -3.36 -4.23
H 2.07 -2.51 -5.39

* SMILES string: CC(C)C=O.O
* total charge: 0

No. 2
C3H7N5 | wB97M-V/def2-TZVPD

Cartesian coordinates (Å):
C 0.45 2.39 1.54
C 0.91 1.94 -0.01
C -0.74 -1.53 -0.54
H 0.95 3.54 1.56
H 0.53 1.36 2.21
H -0.81 2.57 1.59
H 0.59 2.93 -0.68
H 2.03 1.91 -0.23
H -2.43 -2.39 -0.67
H -1.76 0.83 -1.14
N 0.37 0.65 -0.45
N 1.08 -0.44 0.04
N 0.64 -1.63 0.02
N -1.50 -2.55 -0.32
N -0.99 0.02 -0.51

* total charge: 0

No. 3
C25H34O24 | wB97M-V/def2-TZVPD

Cartesian coordinates (Å):
C 3.66 -8.58 -2.29
C 4.02 -8.02 -0.84
C 3.28 -6.65 -0.54
O 2.30 -7.05 0.35
C 2.50 -8.34 0.77
O 1.96 -8.89 1.72
O 3.55 -8.89 0.16
H 2.61 -8.86 -2.38
H 4.12 -9.54 -2.52
H 3.87 -7.84 -3.07
H 5.08 -7.76 -0.84
H 2.83 -6.21 -1.43
H 3.88 -6.00 0.10
O -9.86 1.42 -3.68
C -8.77 1.67 -4.22
O -7.57 1.13 -3.79
C -6.56 1.80 -4.50
C -7.29 2.20 -5.83
O -8.62 2.30 -5.39
H -6.18 2.60 -3.87
H -5.75 1.09 -4.71
H -7.28 1.40 -6.57
H -6.88 3.11 -6.26
O -5.31 6.62 3.91
C -5.82 7.78 4.03
O -5.06 8.86 4.12
C -5.89 10.00 4.16
C -7.30 9.53 4.13
O -7.16 8.13 3.98
H -5.73 10.52 5.10
H -5.86 10.68 3.31
H -7.77 9.88 3.21
H -7.89 9.62 5.03
O -1.07 1.13 0.80
C -0.72 0.57 1.77
O -0.57 -0.75 1.90
C 0.04 -1.13 3.15
C -0.19 0.14 3.98
O -0.43 1.13 2.94
H -0.54 -1.95 3.58
H 1.07 -1.46 3.07
H 0.60 0.43 4.68
H -1.16 0.08 4.47
O -5.32 -6.90 0.68
C -4.95 -6.35 -0.37
O -4.66 -5.09 -0.62
C -4.47 -4.79 -2.05
C -4.34 -6.16 -2.58
O -4.53 -7.05 -1.54
H -5.37 -4.31 -2.43
H -3.64 -4.12 -2.29
H -3.31 -6.33 -2.90
H -5.07 -6.37 -3.35
O 6.26 1.01 -0.80
C 5.54 0.91 -1.80
O 5.52 1.77 -2.85
C 4.80 1.22 -3.94
C 3.89 0.34 -3.12
O 4.56 -0.04 -1.97
H 4.22 2.01 -4.42
H 5.43 0.75 -4.69
H 3.61 -0.54 -3.71
H 2.98 0.90 -2.94
O 1.31 10.49 -1.63
C 1.17 9.33 -1.34
O 1.00 8.90 -0.04
C 0.56 7.56 -0.14
C 1.09 7.15 -1.51
O 1.01 8.30 -2.21
H 1.16 6.85 0.43
H -0.52 7.44 -0.26
H 0.44 6.34 -1.84
H 2.12 6.80 -1.59
O 7.06 -1.83 5.78
C 7.83 -2.52 5.17
O 7.49 -3.79 4.98
C 8.52 -4.51 4.36
C 9.74 -3.54 4.41
O 9.13 -2.36 4.86
H 8.78 -5.43 4.89
H 8.20 -4.65 3.32
H 10.11 -3.26 3.42
H 10.52 -4.03 4.99

* SMILES string: C[C@H]1COC(=O)O1.O=C1OCCO1.O=C1OCCO1.O=C1OCCO1.O=C1OCCO1.O=C1OCCO1.O=C1OCCO1.O=C1OCCO1
* total charge: 0

No. 4
C8H38O13 | wB97M-V/def2-TZVPD

Cartesian coordinates (Å):
C -3.07 -0.16 1.33
C -2.12 0.54 0.34
C -2.70 1.36 -0.57
C 0.06 -0.49 -0.30
C -0.66 0.45 0.37
C 3.55 -2.02 -1.09
C 2.18 -1.40 -1.19
C 1.57 -0.65 -0.27
H -3.01 0.28 2.33
H -2.89 -1.23 1.21
H -4.10 0.26 1.20
H -2.27 1.99 -1.34
H -3.77 1.54 -0.67
H -0.36 -1.21 -0.94
H -0.23 1.16 1.07
H 4.27 -1.15 -1.25
H 3.73 -2.33 -0.07
H 3.68 -2.90 -1.74
H 1.64 -1.77 -2.10
H 2.08 -0.25 0.62
H 2.61 1.48 3.65
H 1.60 1.79 2.52
O 1.92 1.06 3.13
H 1.10 2.93 -1.71
H 0.39 1.56 -1.87
O 1.05 2.05 -1.33
H -1.61 3.34 1.74
H -1.09 3.71 0.36
O -1.00 3.95 1.30
H -0.73 -1.99 2.22
H -0.01 -3.43 1.85
O -0.84 -2.97 2.09
H -1.18 -2.93 0.53
H -2.27 -3.61 -0.24
O -1.46 -3.14 -0.39
H -1.15 1.14 3.37
H -1.37 2.44 4.23
O -1.43 2.07 3.32
H 1.89 -3.34 0.71
H 1.14 -4.67 0.67
O 1.43 -4.00 1.28
H 0.44 -0.26 -5.02
H 1.40 -0.47 -3.77
O 0.56 -0.71 -4.19
H 0.52 0.11 3.17
H -0.12 -0.97 4.05
O -0.34 -0.29 3.43
H 0.59 3.42 1.46
H 1.39 2.46 0.51
O 1.46 2.99 1.36
H -0.37 0.68 -3.69
H -1.60 1.55 -3.40
O -0.63 1.56 -3.36
H 2.38 1.22 -2.19
H 3.79 0.71 -2.73
O 2.85 0.83 -2.92
H -2.19 -0.94 -2.13
H -3.22 -1.88 -2.10
O -2.77 -1.36 -2.78

* total charge: 0

No. 5
C48H76N11O | wB97M-V/def2-TZVPD

Cartesian coordinates (Å):
C -1.07 -1.77 0.17
C -0.69 -0.47 0.84
N 0.73 0.11 0.55
C 0.96 1.27 1.53
C 1.77 -1.02 0.83
C 3.21 -0.54 0.73
C 0.89 0.43 -1.01
C -0.25 1.22 -1.68
O -0.50 2.35 -0.92
C -1.18 3.36 -1.67
H -2.09 -2.08 0.43
H -0.40 -2.58 0.44
H -0.97 -1.74 -0.91
H -0.67 -0.52 1.93
H -1.33 0.38 0.58
H 1.10 0.91 2.55
H 0.05 1.88 1.48
H 1.90 1.76 1.27
H 1.55 -1.87 0.18
H 1.61 -1.34 1.86
H 3.94 -1.29 1.03
H 3.53 0.29 1.37
H 3.40 -0.43 -0.34
H 0.99 -0.55 -1.47
H 1.79 1.02 -1.19
H -1.11 0.60 -1.92
H 0.08 1.53 -2.67
H -2.21 3.06 -1.84
H -0.63 3.54 -2.60
H -1.33 4.36 -1.24
C 4.65 -0.47 -0.03
C 5.93 -1.12 0.59
C 6.86 -1.77 -0.43
C 6.30 -2.97 -1.13
N 5.90 -3.94 -1.63
H 4.07 -0.03 0.79
H 4.09 -1.27 -0.52
H 4.91 0.19 -0.86
H 5.70 -1.84 1.37
H 6.43 -0.31 1.12
H 7.86 -2.01 -0.07
H 7.24 -1.08 -1.20
C -1.01 -0.85 4.08
C -1.91 0.36 4.54
C -1.08 1.62 4.41
C 0.19 1.71 5.23
N 1.14 1.66 5.82
H -0.07 -0.80 4.63
H -0.95 -0.87 2.99
H -1.44 -1.84 4.25
H -2.06 0.27 5.61
H -2.87 0.49 4.05
H -1.72 2.42 4.79
H -0.82 1.88 3.38
C -1.79 1.43 -2.97
C -2.73 1.22 -4.13
C -3.94 0.27 -3.97
C -3.62 -1.16 -3.91
N -3.40 -2.30 -3.81
H -1.48 0.45 -2.62
H -2.18 1.98 -2.11
H -0.81 1.82 -3.22
H -2.06 0.86 -4.91
H -2.99 2.21 -4.48
H -4.60 0.44 -4.83
H -4.66 0.56 -3.21
N -0.11 0.62 -4.79
C 0.04 -0.22 -5.85
C 1.05 -1.13 -5.54
C 1.45 -0.85 -4.21
C 0.78 0.28 -3.78
H -0.71 1.44 -4.78
H -0.59 -0.11 -6.72
H 1.44 -1.88 -6.21
H 2.11 -1.45 -3.61
H 0.87 0.87 -2.88
N -4.62 -0.66 -1.68
C -3.33 -1.10 -1.41
C -2.69 -0.05 -0.71
C -3.59 1.02 -0.64
C -4.80 0.61 -1.14
H -5.27 -1.17 -2.27
H -2.97 -2.07 -1.72
H -1.72 -0.13 -0.25
H -3.48 1.93 -0.06
H -5.74 1.13 -1.27
N -3.20 -2.83 1.51
C -2.42 -3.46 0.55
C -1.15 -3.62 1.12
C -1.11 -3.15 2.42
C -2.32 -2.51 2.58
H -4.17 -2.55 1.48
H -2.77 -3.69 -0.45
H -0.40 -4.18 0.58
H -0.27 -3.21 3.09
H -2.73 -1.93 3.39
N -0.61 6.68 -2.27
C -0.10 6.85 -3.50
C 0.50 5.67 -3.84
C 0.43 4.75 -2.79
C -0.16 5.48 -1.78
H -1.21 7.37 -1.82
H -0.27 7.75 -4.06
H 1.03 5.41 -4.75
H 0.80 3.73 -2.78
H -0.37 5.19 -0.76
N 2.44 -3.09 4.10
C 1.58 -3.24 5.13
C 0.44 -2.58 4.79
C 0.62 -1.93 3.61
C 1.92 -2.28 3.17
H 3.37 -3.48 4.00
H 1.76 -3.73 6.08
H -0.49 -2.47 5.32
H -0.07 -1.29 3.07
H 2.46 -2.01 2.28
N 2.14 -4.05 1.27
C 1.22 -3.61 0.32
C 1.93 -2.99 -0.70
C 3.26 -3.05 -0.34
C 3.35 -3.59 0.88
H 1.96 -4.69 2.04
H 0.15 -3.72 0.27
H 1.56 -2.61 -1.64
H 4.05 -2.67 -0.98
H 4.18 -3.81 1.53
N -2.87 2.80 3.09
C -1.65 3.40 2.94
C -1.09 3.02 1.67
C -2.05 2.20 1.03
C -3.10 2.15 1.90
H -3.47 2.83 3.90
H -1.18 3.94 3.74
H -0.09 3.24 1.32
H -2.02 1.72 0.06
H -4.08 1.69 1.88

* total charge: +1

Per-record electronic energy, eV: -8403.69562 -10667.48281 -75612.15566 -35529.26780 -69377.13985
Per-record relative energy (zero: lowest compared OMol25 entry of this formula, charge and spin), kJ/mol: 178.64 725.37 430.96 204.41 5842.92